ORCA calculation (wB97M-V/def2-TZVPD) on one molecule with the formula C5H10N2.

ORCA input file:
```
! RIJCOSX wB97M-V def2-TZVPD def2/J DEFGRID3
* xyz 0 1
H 2.347 -0.646 -1.939
N 2.630 0.049 -1.251
C 2.240 -0.063 -0.092
C 1.129 -1.032 0.778
N 0.033 -0.988 -0.073
C -0.707 0.072 -0.144
C -1.752 0.019 -1.226
C -1.079 0.925 1.054
H 2.223 0.806 0.685
H 1.521 -2.042 0.912
H 1.015 -0.508 1.737
H -1.886 1.002 -1.676
H -2.707 -0.326 -0.826
H -1.471 -0.700 -1.993
H -1.928 1.562 0.815
H -1.371 0.310 1.907
H -0.239 1.561 1.334
*
```

Calculated values
SMILES ... [H]/N=C\CN=C(C)C
Gap between HOMO and LUMO ... 0.3535 Eh
Relative energy (zero: lowest compared OMol25 entry of this formula, charge and spin) ... 2.472 eV